Entry 1:
This record from the OMol25 dataset describes 3 unconnected molecules or ions with the total composition C4H12NO2. The level of theory is ωB97M-V/def2-TZVPD.

Calculated values
* LUMO energy: -5.0 eV
* total energy: -364.5088 hartree
* HOMO-LUMO gap: 8.34 eV
* HOMO level: -13.3 eV
* net charge: +1

Last column: Mulliken charge in e.
Cartesian coordinates (Å):
1 H 2.716225 0.295458 -0.617613  0.306
2 H 0.277992 -0.092968 -0.718627  0.360
3 H -1.679193 -1.119484 0.276923  0.395
4 N 0.898936 -0.200872 0.166849  0.069
5 H 0.537829 0.568419 -2.795734  0.381
6 O 0.651245 2.355797 -2.356425  -0.647
7 H -2.236412 -0.374061 2.876732  0.336
8 C -1.156250 -1.014181 1.153469  0.024
9 H -1.403458 -1.692225 3.413246  0.283
10 H 0.929243 3.211828 -2.664144  0.301
11 H 2.607091 0.615045 1.214754  0.289
12 H -2.920022 -1.874433 2.203594  0.326
13 C 0.091609 -0.385831 1.310859  -0.214
14 H -0.129662 -0.914820 -3.258977  0.310
15 C 2.167734 0.213695 0.302384  -0.246
16 C -1.980942 -1.316833 2.371293  -1.168
17 H -0.235014 2.543910 -2.634971  0.324
18 O 0.300913 -0.337800 -2.559359  -0.702
19 H 0.562135 -0.480644 2.315747  0.273

Forces on atoms 1 to 3 (eV/Å):
H 0.174 0.152 -0.234
H 2.062 -1.037 0.340
H -0.622 -0.282 -2.431

---

Entry 2:
This record from the OMol25 dataset describes 2 unconnected molecules or ions with the total composition C3H13BrSi3. The level of theory is ωB97M-V/def2-TZVPD.

Calculated values
* multiplicity: 3
* LUMO energy (spin up / spin down): 0.7 / -2.5 eV
* total energy: -3564.4241 hartree
* HOMO-LUMO gap (spin up / spin down): 7.75 / 6.73 eV
* expectation value of S²: 2.005
* HOMO level (spin up / spin down): -7.1 / -9.3 eV
* net charge: 0

Last column: Löwdin spin population.
Cartesian coordinates (Å):
1 H 0.393171 1.673844 -2.586689  0.003
2 H 1.126473 0.256853 -3.287688  0.002
3 H 1.985139 -0.858390 0.588690  0.008
4 H -1.082229 0.157298 1.098701  0.000
5 H -0.515381 0.524211 -3.337616  0.002
6 C 0.335646 0.636255 -2.733994  0.029
7 H 2.785996 -0.279716 -0.870291  0.004
8 H -2.064160 0.326066 -0.098312  0.001
9 H -0.049304 -1.093799 3.220825  0.000
10 C -1.069265 0.600022 0.138000  0.041
11 H -2.062557 -1.849180 2.597138  0.000
12 Br -0.995640 -2.289634 5.305443  0.000
13 Si 0.311713 -2.527271 -1.508360  1.398
14 H -1.926189 0.303847 3.980985  0.000
15 Si -1.344716 -0.978811 3.590604  0.000
16 C 1.985956 -0.236239 -0.259228  0.087
17 Si 0.113908 -0.329464 -1.026745  0.316
18 H 2.066720 0.728052 0.171280  0.010
19 H -0.825409 -2.902607 -0.327042  0.093
20 H -1.025064 1.622501 0.351628  0.006

Forces on atoms 1 to 3 (eV/Å):
H 0.545 1.531 0.394
H 1.778 -0.656 -0.795
H 0.481 -1.285 0.866

---

Entry 3:
This record from the OMol25 dataset describes C25H26N2O4 in the gas phase. The level of theory is ωB97M-V/def2-TZVPD.

Calculated values
* LUMO energy: 0.3 eV
* total energy: -1378.7620 hartree
* SMILES: O=C(COc1ccc2c3c(c(=O)oc2c1)CCCC3)N1CCN(c2ccccc2)CC1
* HOMO-LUMO gap: 8.12 eV
* HOMO level: -7.9 eV
* net charge: 0

Last column: Mulliken charge in e.
Cartesian coordinates (Å):
1 H 0.623752 2.562782 -1.561718  0.598
2 C -1.709913 2.919609 7.244584  -0.813
3 C -2.586047 3.318593 6.065097  -0.920
4 C 1.244192 0.999032 -2.860130  0.661
5 H 2.158837 -7.562671 -4.346668  0.386
6 O -3.412488 4.381877 3.607570  -0.667
7 C -1.978809 2.897116 4.760507  0.854
8 C 0.635011 -1.371447 -2.337064  -0.226
9 C 0.539715 -6.247269 -3.846375  -0.624
10 C 2.555309 -5.528592 -4.894538  -0.808
11 H 1.380642 -2.101004 -1.997356  0.083
12 H 2.729531 -3.461343 -5.322694  0.262
13 H 0.224405 -0.840227 -5.462285  0.374
14 H -0.354912 0.195350 5.646618  0.480
15 H -0.807916 3.534764 7.259997  0.322
16 H -3.572967 2.853888 6.155450  0.338
17 H -1.023382 2.617441 0.144877  0.559
18 H 1.468771 -1.958106 -6.031522  0.562
19 C -0.552130 2.076912 0.948627  0.019
20 H 0.125014 -0.972938 -1.464914  0.302
21 C 0.066836 -4.951460 -3.861999  -0.277
22 H -0.080440 -7.031922 -3.437740  0.364
23 C -1.008064 2.319251 2.243118  -0.519
24 H 1.056307 0.254207 3.944806  0.395
25 C 2.092754 -4.225439 -4.905326  -0.399
26 C 0.986100 -1.559797 -5.140391  -1.207
27 C -0.997058 1.967726 4.656234  1.183
28 C 1.997700 -0.828846 -4.246818  -0.644
29 C -2.529231 3.558653 3.584256  0.087
30 C 0.476629 1.174493 0.743998  0.601
31 C 0.837285 -3.904872 -4.382158  0.980
32 H -0.591503 1.266696 -1.744336  0.427
33 H 2.436977 0.022060 -4.768564  0.437
34 H 0.555900 1.648199 6.057495  0.410
35 H 2.789024 -1.515300 -3.927920  0.365
36 H -0.781694 1.108705 7.983968  0.374
37 C 1.790527 -6.548504 -4.359245  -0.476
38 H -0.925789 -4.755114 -3.485939  0.405
39 O 1.747118 1.809792 -3.613925  -0.673
40 H -2.247481 3.083620 8.179233  0.353
41 C -0.367609 -2.083147 -3.266458  -1.117
42 H -2.752191 4.397439 6.036884  0.375
43 H -1.121626 -1.363667 -3.605336  0.327
44 C -1.322316 1.453477 7.100838  -1.006
45 H 1.855597 -0.169905 1.665160  0.444
46 C 0.592709 0.763634 3.115820  -0.866
47 C -0.449855 1.261521 5.863450  -0.935
48 H -0.865879 -2.874640 -2.710684  0.372
49 O -2.010573 3.214935 2.366141  -0.512
50 C 1.048624 0.521504 1.846575  -0.934
51 C -0.456204 1.664387 3.353146  0.301
52 C 0.480905 1.477482 -1.619128  -0.939
53 H 3.532210 -5.742971 -5.303404  0.361
54 N 1.314138 -0.328342 -3.068359  0.053
55 H -2.228570 0.851858 7.005281  0.366
56 O 0.991673 0.841444 -0.464795  -0.313
57 N 0.304787 -2.618419 -4.428730  0.098

Forces on atoms 1 to 3 (eV/Å):
H -0.021 -0.196 -0.048
C -0.224 -0.195 -0.078
C 0.070 0.132 0.107

---

Number 1 is which compound? C4H12NO2

---

Look up the net charge of the second one. 0

---

Which value of net charge does entry 3 give? 0